Record 1
Formula: C2H5N3O
Source: the Open Molecules 2025 dataset
Level of theory: ωB97M-V/def2-TZVPD

- ΔE to the lowest compared entry with this formula, charge and spin: 27.8 kcal per mole
- 2S+1: 1
- SMILES: NC(N)=O.C#N
- Largest force on an atom: 0.0777 hartree/bohr
- Highest occupied orbital energy: -10.312 eV
- Frontier orbital gap: 10.78 eV
- Net charge: 0

Last column: Mulliken charge in e.
Element x y z (Å)
C -0.36 -0.11 0.48  0.558
N 0.78 -0.45 1.13  -0.416
N -1.31 -1.06 0.49  -0.492
O -0.60 1.07 0.12  -0.608
C 0.72 1.44 -1.81  0.234
N 1.23 2.43 -2.15  -0.449
H 0.56 0.34 -1.75  0.201
H 0.73 -1.15 1.84  0.220
H 1.42 0.33 1.27  0.271
H -2.15 -0.81 -0.03  0.253
H -1.01 -2.02 0.41  0.227

---

Record 2
Formula: C2H5N3O
Source: the Open Molecules 2025 dataset
Level of theory: ωB97M-V/def2-TZVPD

- ΔE to the lowest compared entry with this formula, charge and spin: 67.3 kcal per mole
- 2S+1: 1
- SMILES: N/N=C\NC=O
- Largest force on an atom: 0.1000 hartree/bohr
- Highest occupied orbital energy: -8.969 eV
- Frontier orbital gap: 9.77 eV
- Net charge: 0

Last column: Mulliken charge in e.
Element x y z (Å)
C 0.42 -1.02 0.16  -0.046
C -1.50 0.36 0.41  0.015
H 2.43 1.04 -0.58  0.293
H 0.74 1.48 -0.57  0.234
H 0.68 -2.09 0.17  0.326
H -1.52 -1.34 -0.58  0.288
H -0.84 0.82 1.19  0.384
N 1.57 0.94 -0.05  -0.424
N 1.50 -0.35 -0.01  -0.268
N -0.85 -0.64 -0.16  -0.190
O -2.63 0.78 0.02  -0.612

---

Record 3
Formula: C2H5N3O2
Source: the Open Molecules 2025 dataset
Level of theory: ωB97M-V/def2-TZVPD

- ΔE to the lowest compared entry with this formula, charge and spin: 167.4 kcal per mole
- 2S+1: 1
- SMILES: N1O[C@H]2NN[C@H]2O1
- Largest force on an atom: 0.0837 hartree/bohr
- Highest occupied orbital energy: -8.653 eV
- Frontier orbital gap: 9.66 eV
- Net charge: 0

Last column: Mulliken charge in e.
Element x y z (Å)
C -0.08 -0.66 -0.68  -0.093
C -0.74 -0.01 0.67  0.244
N -0.32 0.58 -1.33  -0.399
N -0.69 1.25 -0.07  -0.453
N 1.50 -0.13 0.85  -0.269
O 1.16 -1.04 -0.20  -0.317
O 0.23 -0.13 1.55  -0.321
H -0.36 -1.59 -1.10  0.375
H -1.71 -0.47 0.96  0.387
H 0.43 1.20 -1.86  0.291
H -1.60 1.68 -0.13  0.261
H 2.17 -0.68 1.36  0.295

---

Record 4
Formula: C2H5N3O2
Source: the Open Molecules 2025 dataset
Level of theory: ωB97M-V/def2-TZVPD

- ΔE to the lowest compared entry with this formula, charge and spin: 91.7 kcal per mole
- 2S+1: 1
- SMILES: NC(=O)/C(N)=N\O
- Largest force on an atom: 0.1099 hartree/bohr
- Highest occupied orbital energy: -8.736 eV
- Frontier orbital gap: 9.65 eV
- Net charge: 0

Last column: Mulliken charge in e.
Element x y z (Å)
C -0.60 -0.94 0.38  0.473
C 0.34 -0.08 -0.45  0.440
N -0.26 -0.21 1.57  -0.408
N 1.48 -0.73 -0.86  -0.441
O -1.06 1.70 -0.33  -0.355
N 0.02 1.05 -0.98  -0.533
O -1.58 -1.58 0.12  -0.527
H -1.20 2.48 -0.86  0.367
H 0.56 0.31 1.83  0.233
H -1.01 -0.06 2.24  0.218
H 1.35 -1.71 -1.05  0.235
H 1.98 -0.24 -1.60  0.298

---

Record 5
Formula: C2H5N3O2
Source: the Open Molecules 2025 dataset
Level of theory: ωB97M-V/def2-TZVPD

- ΔE to the lowest compared entry with this formula, charge and spin: 86.3 kcal per mole
- 2S+1: 1
- SMILES: [H]/N=C/NOC(N)=O
- Largest force on an atom: 0.0881 hartree/bohr
- Highest occupied orbital energy: -9.912 eV
- Frontier orbital gap: 10.77 eV
- Net charge: 0

Last column: Mulliken charge in e.
Element x y z (Å)
C -0.77 0.37 -0.67  0.692
C 1.11 -0.69 1.37  0.140
H 0.09 1.27 -2.04  0.260
H -0.87 0.09 -2.84  0.314
H -0.55 0.24 1.75  0.301
H 1.33 -0.93 2.52  0.295
H 2.13 -2.08 0.40  0.227
N -0.75 0.83 -1.96  -0.549
N 0.30 0.39 1.33  -0.252
N 1.41 -1.30 0.29  -0.559
O -1.50 -0.55 -0.29  -0.568
O 0.13 1.04 0.10  -0.301

---

Record 6
Formula: C2H5N3O2
Source: the Open Molecules 2025 dataset
Level of theory: ωB97M-V/def2-TZVPD

- ΔE to the lowest compared entry with this formula, charge and spin: 86.4 kcal per mole
- 2S+1: 1
- SMILES: Oc1cn[nH]n1.O
- Largest force on an atom: 0.1353 hartree/bohr
- Highest occupied orbital energy: -9.918 eV
- Frontier orbital gap: 10.65 eV
- Net charge: 0

Last column: Mulliken charge in e.
Element x y z (Å)
C 0.11 0.41 0.24  0.669
C 1.12 1.00 -0.32  -0.363
H -3.46 -0.79 0.08  0.318
H -2.14 -1.04 -0.23  0.335
H -1.60 0.36 0.89  0.316
H 1.14 2.03 -0.54  0.431
H 2.26 -1.60 0.38  0.251
N 2.11 0.08 -0.54  -0.507
N 1.61 -0.96 0.03  0.248
N 0.36 -0.83 0.59  -0.579
O -2.88 -0.47 -0.60  -0.642
O -1.13 1.03 0.52  -0.476

---

Record 7
Formula: C2H5N3O2S
Source: the Open Molecules 2025 dataset
Level of theory: ωB97M-V/def2-TZVPD

- ΔE to the lowest compared entry with this formula, charge and spin: 129.7 kcal per mole
- 2S+1: 1
- SMILES: [H]/N=C(\NS)ONC=O
- Largest force on an atom: 0.2429 hartree/bohr
- Highest occupied orbital energy: -9.719 eV
- Frontier orbital gap: 10.03 eV
- Net charge: 0

Last column: Mulliken charge in e.
Element x y z (Å)
C 0.49 -0.08 -0.11  0.593
C -2.53 -0.13 -0.35  0.254
H 3.76 0.50 0.56  0.154
H 1.48 -1.86 0.85  0.356
H 1.22 1.44 -1.18  0.295
H -1.54 1.09 0.88  0.291
H -3.28 0.94 -0.09  0.156
N 1.53 -0.93 0.08  -0.321
N 0.39 0.95 -0.72  -0.591
N -1.47 0.11 0.64  -0.112
O -0.42 -0.45 0.86  -0.326
O -2.69 -1.17 -1.03  -0.512
S 3.06 -0.41 -0.40  -0.237

---

Record 8
Formula: C2H5N3O3
Source: the Open Molecules 2025 dataset
Level of theory: ωB97M-V/def2-TZVPD

- ΔE to the lowest compared entry with this formula, charge and spin: 50.5 kcal per mole
- 2S+1: 1
- SMILES: NNC(=O)ONC=O
- Largest force on an atom: 0.0875 hartree/bohr
- Highest occupied orbital energy: -10.462 eV
- Frontier orbital gap: 11.27 eV
- Net charge: 0

Last column: Mulliken charge in e.
Element x y z (Å)
C 0.16 -0.01 0.94  0.682
C 0.92 -0.61 -1.80  0.092
H -2.33 0.36 0.01  0.306
H -2.09 1.71 0.96  0.264
H -1.05 -0.32 2.41  0.246
H 2.10 0.17 -0.19  0.365
H 1.69 -1.10 -2.40  0.365
N -2.20 0.71 0.94  -0.645
N -1.00 0.13 1.47  -0.013
N 1.35 0.39 -0.94  -0.224
O 1.07 -0.76 1.40  -0.676
O 0.26 0.84 -0.17  -0.249
O -0.32 -0.80 -1.98  -0.511

---

Record 9
Formula: C2H5N3O3
Source: the Open Molecules 2025 dataset
Level of theory: ωB97M-V/def2-TZVPD

- ΔE to the lowest compared entry with this formula, charge and spin: 13.9 kcal per mole
- 2S+1: 1
- Largest force on an atom: 0.0442 hartree/bohr
- Highest occupied orbital energy: -10.404 eV
- Frontier orbital gap: 10.99 eV
- Net charge: 0

Last column: Mulliken charge in e.
Element x y z (Å)
C 0.72 0.22 0.26  0.810
N 1.89 0.11 -0.55  -0.644
O 0.82 -0.62 1.39  -0.505
O 0.34 1.57 0.52  -0.414
H -0.01 -1.12 1.32  0.393
H 2.69 0.45 -0.02  0.267
H 2.09 -0.87 -0.72  0.269
N -1.41 -1.01 -0.33  -0.636
N -0.52 0.10 -0.49  0.079
C -0.88 1.33 0.00  0.409
O -1.92 1.94 0.06  -0.557
H -2.34 -0.62 -0.18  0.254
H -1.47 -1.45 -1.26  0.275

---

Record 10
Formula: C2H5N3OS
Source: the Open Molecules 2025 dataset
Level of theory: ωB97M-V/def2-TZVPD

- ΔE to the lowest compared entry with this formula, charge and spin: 68.2 kcal per mole
- 2S+1: 1
- SMILES: N/N=C(\N)C(=O)S
- Largest force on an atom: 0.1568 hartree/bohr
- Highest occupied orbital energy: -8.527 eV
- Frontier orbital gap: 8.91 eV
- Net charge: 0

Last column: Mulliken charge in e.
Element x y z (Å)
C -0.24 -0.06 -0.31  0.353
C -0.19 -0.83 -1.53  0.616
H 0.15 1.51 1.37  0.193
H 1.69 0.90 2.01  0.259
H -2.23 0.45 -0.52  0.297
H -1.43 0.91 1.01  0.287
H 1.73 -1.61 -0.21  0.288
N 0.72 0.73 1.60  -0.650
N 0.84 -0.14 0.46  -0.350
N -1.28 0.64 -0.06  -0.508
O -1.06 -0.63 -2.32  -0.527
S 1.30 -1.86 -1.50  -0.258

---

Record 11
Formula: C2H5N3OS
Source: the Open Molecules 2025 dataset
Level of theory: ωB97M-V/def2-TZVPD

- ΔE to the lowest compared entry with this formula, charge and spin: 47.3 kcal per mole
- 2S+1: 1
- SMILES: N/N=C/OC(N)=S
- Largest force on an atom: 0.0149 hartree/bohr
- Highest occupied orbital energy: -8.458 eV
- Frontier orbital gap: 9.23 eV
- Net charge: 0

Last column: Mulliken charge in e.
Element x y z (Å)
C -0.31 1.33 -0.58  0.118
C -0.22 -0.90 0.44  0.220
H 2.24 2.83 -1.35  0.259
H 0.68 3.43 -1.38  0.255
H -1.10 2.04 -0.82  0.365
H 1.55 -1.86 0.42  0.190
H 1.58 -0.24 -0.32  0.324
N 1.26 2.62 -1.57  -0.657
N 0.91 1.50 -0.85  -0.160
N 1.08 -1.00 0.14  -0.253
O -0.85 0.26 0.07  -0.294
S -1.11 -2.04 1.24  -0.367

---

Record 12
Formula: C2H5N3OS
Source: the Open Molecules 2025 dataset
Level of theory: ωB97M-V/def2-TZVPD

- ΔE to the lowest compared entry with this formula, charge and spin: 48.0 kcal per mole
- 2S+1: 1
- SMILES: [H]/N=C/NC(=S)NO
- Largest force on an atom: 0.0232 hartree/bohr
- Highest occupied orbital energy: -8.653 eV
- Frontier orbital gap: 9.17 eV
- Net charge: 0

Last column: Mulliken charge in e.
Element x y z (Å)
C -0.34 -0.71 -0.65  0.375
C 0.00 1.65 0.10  -0.024
H 0.05 -2.89 -0.12  0.259
H 0.66 -0.53 1.16  0.342
H -0.96 0.94 -1.60  0.204
H -0.23 2.63 -0.24  0.397
H 0.85 2.23 1.68  0.244
N 0.29 -1.15 0.43  -0.100
N -0.45 0.67 -0.76  -0.192
N 0.61 1.38 1.19  -0.630
O 0.47 -2.50 0.65  -0.344
S -0.95 -1.72 -1.83  -0.531

---

Record 13
Formula: C2H5N3OS
Source: the Open Molecules 2025 dataset
Level of theory: ωB97M-V/def2-TZVPD

- ΔE to the lowest compared entry with this formula, charge and spin: 91.9 kcal per mole
- 2S+1: 1
- SMILES: C=NNC(=O)NS
- Largest force on an atom: 0.1548 hartree/bohr
- Highest occupied orbital energy: -9.243 eV
- Frontier orbital gap: 9.52 eV
- Net charge: 0

Last column: Mulliken charge in e.
Element x y z (Å)
C -0.86 0.88 -0.22  0.512
C 2.37 -0.55 0.19  -0.372
H -3.09 -1.11 1.22  0.148
H -0.97 -1.06 -0.21  0.305
H 1.08 1.40 -0.40  0.247
H 2.89 -1.43 0.19  0.318
H 2.93 0.51 0.39  0.160
N -1.49 -0.25 -0.16  -0.229
N 0.51 0.63 -0.54  0.158
N 1.06 -0.54 -0.38  -0.504
O -1.32 1.99 0.11  -0.599
S -3.11 -0.47 -0.19  -0.145

---

Record 14
Formula: C2H5N3OS
Source: the Open Molecules 2025 dataset
Level of theory: ωB97M-V/def2-TZVPD

- ΔE to the lowest compared entry with this formula, charge and spin: 138.8 kcal per mole
- 2S+1: 1
- SMILES: N/N=C\S/C=N\O
- Largest force on an atom: 0.1196 hartree/bohr
- Highest occupied orbital energy: -8.398 eV
- Frontier orbital gap: 8.94 eV
- Net charge: 0

Last column: Mulliken charge in e.
Element x y z (Å)
C 0.51 -0.20 0.61  -0.039
C -1.53 0.53 -1.36  0.020
H 3.43 -0.59 0.81  0.254
H 2.68 -0.04 -0.69  0.231
H -0.46 0.02 1.27  0.440
H -1.78 1.21 -2.26  0.332
H -2.69 0.18 1.38  0.312
N 2.62 -0.70 0.26  -0.395
N 1.65 -0.59 1.12  -0.320
N -2.51 0.50 -0.62  -0.262
O -2.07 -0.06 0.75  -0.434
S 0.14 -0.25 -1.26  -0.138

---

Record 15
Formula: C2H5N3OS
Source: the Open Molecules 2025 dataset
Level of theory: ωB97M-V/def2-TZVPD

- ΔE to the lowest compared entry with this formula, charge and spin: 115.1 kcal per mole
- 2S+1: 1
- SMILES: N/N=C\C(=O)NS
- Largest force on an atom: 0.1200 hartree/bohr
- Highest occupied orbital energy: -8.945 eV
- Frontier orbital gap: 8.87 eV
- Net charge: 0

Last column: Mulliken charge in e.
Element x y z (Å)
C -0.05 0.68 -1.38  -0.183
C 1.00 1.07 -0.36  0.680
H -1.69 -2.30 -0.23  0.272
H -0.17 -1.67 0.12  0.285
H -0.43 1.24 -2.43  0.294
H 1.81 0.57 1.38  0.306
H -1.15 -0.50 1.75  0.200
N -1.06 -1.32 -0.14  -0.454
N -0.99 -0.34 -1.13  -0.315
N 0.87 0.64 0.94  -0.357
O 2.14 1.35 -0.67  -0.562
S -0.27 0.59 2.15  -0.164

---

Record 16
Formula: C2H5N3S
Source: the Open Molecules 2025 dataset
Level of theory: ωB97M-V/def2-TZVPD

- ΔE to the lowest compared entry with this formula, charge and spin: 78.9 kcal per mole
- 2S+1: 1
- SMILES: [H]/N=N\C.N=C=S
- Largest force on an atom: 0.0785 hartree/bohr
- Highest occupied orbital energy: -8.726 eV
- Frontier orbital gap: 9.12 eV
- Net charge: 0

Last column: Mulliken charge in e.
Element x y z (Å)
C 3.11 -0.18 0.32  0.380
C -1.71 0.76 -0.31  -0.734
N 3.39 -0.21 1.47  -0.331
N -1.30 -0.56 -0.06  0.011
N -1.86 -1.57 -0.38  -0.347
S 2.53 0.53 -0.91  -0.339
H -2.14 0.85 -1.35  0.320
H -2.39 1.17 0.39  0.304
H -0.86 1.40 -0.28  0.247
H 3.97 -0.82 2.07  0.287
H -2.73 -1.37 -0.96  0.202

---

Record 17
Formula: C2H5N3S
Source: the Open Molecules 2025 dataset
Level of theory: ωB97M-V/def2-TZVPD

- ΔE to the lowest compared entry with this formula, charge and spin: 86.6 kcal per mole
- 2S+1: 1
- Largest force on an atom: 0.0822 hartree/bohr
- Highest occupied orbital energy: -8.819 eV
- Frontier orbital gap: 9.65 eV
- Net charge: 0

Last column: Mulliken charge in e.
Element x y z (Å)
C -1.00 -0.99 0.81  -0.714
C -0.74 0.27 0.93  0.079
N 2.25 0.11 -1.33  -0.426
N 2.32 0.61 -0.34  0.908
N 2.45 1.05 0.74  -0.744
S -1.00 1.26 -0.46  -0.237
H -1.10 -1.42 -0.21  0.133
H -0.89 -1.67 1.63  0.266
H -0.60 0.81 1.85  0.321
H 1.93 1.87 0.92  0.281
H -1.11 0.44 -1.54  0.133

---

Record 18
Formula: C2H5N3S
Source: the Open Molecules 2025 dataset
Level of theory: ωB97M-V/def2-TZVPD

- ΔE to the lowest compared entry with this formula, charge and spin: 155.2 kcal per mole
- 2S+1: 1
- Largest force on an atom: 0.1041 hartree/bohr
- Highest occupied orbital energy: -8.723 eV
- Frontier orbital gap: 8.31 eV
- Net charge: 0

Last column: Mulliken charge in e.
Element x y z (Å)
C 0.69 0.75 0.00  0.216
C -1.49 -0.80 -0.20  0.145
H 1.91 -0.90 1.16  0.177
H -0.04 1.63 0.21  0.161
H 2.35 1.75 -0.46  0.214
H -1.46 -1.93 -1.04  0.232
H -2.34 0.97 0.76  0.296
N -0.07 -0.46 0.11  -0.117
N 1.95 0.87 -0.32  -0.572
N -2.46 -0.01 -0.14  -0.533
S 0.96 -1.87 -0.07  -0.219

---

Record 19
Formula: C2H5N3S
Source: the Open Molecules 2025 dataset
Level of theory: ωB97M-V/def2-TZVPD

- ΔE to the lowest compared entry with this formula, charge and spin: 65.0 kcal per mole
- 2S+1: 1
- SMILES: C=NN/C=N\S
- Largest force on an atom: 0.0378 hartree/bohr
- Highest occupied orbital energy: -8.705 eV
- Frontier orbital gap: 9.66 eV
- Net charge: 0

Last column: Mulliken charge in e.
Element x y z (Å)
C 0.46 0.53 -0.29  0.135
C -2.16 0.01 0.44  -0.351
H 3.83 0.18 0.24  0.161
H -0.22 1.38 -0.59  0.399
H 0.30 -1.46 -0.81  0.285
H -3.24 -0.11 0.45  0.263
H -1.71 0.70 1.14  0.350
N 1.68 0.77 -0.23  -0.433
N -0.13 -0.71 -0.19  0.003
N -1.53 -0.74 -0.32  -0.638
S 2.72 -0.55 0.17  -0.174

---

Record 20
Formula: C2H5N3S
Source: the Open Molecules 2025 dataset
Level of theory: ωB97M-V/def2-TZVPD

- ΔE to the lowest compared entry with this formula, charge and spin: 8.7 kcal per mole
- 2S+1: 3
- Largest force on an atom: 0.0921 hartree/bohr
- Highest occupied orbital energy (spin up / spin down): -6.833 / -9.396 eV
- Frontier orbital gap (spin up / spin down): 7.77 / 7.59 eV
- Net charge: 0

Last column: Löwdin spin population.
Element x y z (Å)
C -1.41 -3.03 0.27  0.006
C 0.29 1.61 -0.93  0.129
N -0.95 -3.54 -0.71  0.000
N 0.43 0.21 -0.74  0.816
N -0.36 -0.24 0.04  0.889
S -2.02 -2.76 1.65  0.013
H -0.29 1.93 -1.73  0.016
H -0.22 2.01 0.04  0.013
H 1.25 2.07 -1.10  0.007
H -0.62 -3.14 -1.53  0.000
H -0.96 0.47 0.60  0.112